[1]
A cluster of 2 separate species, C2H5NO in total, computed with ωB97M-V/def2-TZVPD.

```
9
Properties=species:S:1:pos:R:3:forces:R:3:mulliken_charge:R:1
C -1.670 -0.240 0.410 1.001 0.187 0.723 -0.50
C -0.723 -0.390 -0.501 0.566 -0.181 4.287 -0.23
N 2.042 0.327 -0.028 0.340 -3.252 1.549 -0.33
O 1.259 -0.755 0.279 -1.827 0.455 -1.335 -0.34
H -2.737 -0.001 0.155 1.106 -0.266 0.253 0.26
H -1.348 -0.269 1.529 -0.825 -0.166 -2.101 0.23
H -0.497 -0.287 -1.494 0.270 -0.031 -2.209 0.42
H 1.779 1.013 0.583 -0.473 2.507 1.798 0.25
H 1.897 0.602 -0.932 -0.158 0.747 -2.965 0.24
```
Forces are in eV/Å.

The value obtained for the energy above the lowest of the compared OMol25 structures with the same formula, charge and spin is 151.4 kcal/mol. The calculation puts the gap between HOMO and LUMO (spin up / spin down) at 9.4 / 8.5 eV.

=====

[2]
The molecule C2H5NO, computed with ωB97M-V/def2-TZVPD.

```
9
Properties=species:S:1:pos:R:3:forces:R:3:mulliken_charge:R:1
C 1.746 0.144 0.049 -0.972 -0.986 -0.458 -0.77
N 0.380 -0.437 -0.126 1.354 -1.683 0.877 -0.22
C -0.711 0.361 -0.032 -1.826 -1.549 0.193 0.09
O -1.853 -0.090 0.050 1.099 0.726 -0.043 -0.56
H 1.828 0.558 1.043 0.324 0.244 0.251 0.31
H 1.900 0.908 -0.717 0.169 -0.113 0.180 0.28
H 2.466 -0.682 -0.074 -0.227 0.577 -0.010 0.29
H 0.293 -1.480 0.167 -0.246 2.744 -0.854 0.29
H -0.532 1.444 -0.040 0.324 0.041 -0.137 0.30
```
Forces are in eV/Å.

The value obtained for the energy above the lowest of the compared OMol25 structures with the same formula, charge and spin is 18.5 kcal/mol. The calculation puts the gap between HOMO and LUMO at 10.7 eV.

=====

[3]
The molecule C2H5NO, computed with ωB97M-V/def2-TZVPD.

```
9
Properties=species:S:1:pos:R:3:forces:R:3:mulliken_charge:R:1
C 1.921 -0.102 0.023 -4.299 -2.403 -0.751 -0.36
N 0.714 0.366 0.037 2.486 0.566 0.572 -0.40
O -0.256 -0.564 0.092 0.531 -1.062 -0.781 -0.09
C -1.477 0.072 -0.023 -3.241 1.542 0.746 -0.42
H 2.015 -1.209 -0.157 0.554 1.199 0.575 0.28
H 2.619 0.643 0.006 2.151 1.358 -0.073 0.32
H -2.243 -0.547 -0.646 1.652 1.154 0.795 0.19
H -1.367 1.181 -0.352 -0.153 -2.156 0.038 0.27
H -1.926 0.161 1.021 0.316 -0.197 -1.121 0.21
```
Forces are in eV/Å.

The value obtained for the energy above the lowest of the compared OMol25 structures with the same formula, charge and spin is 80.8 kcal/mol. The calculation puts the gap between HOMO and LUMO at 10.7 eV.

=====

[4]
The molecule C2H5NO2, computed with ωB97M-V/def2-TZVPD.

```
10
Properties=species:S:1:pos:R:3:forces:R:3:mulliken_charge:R:1
C 1.763 -0.370 0.107 -0.311 -0.464 0.930 -0.76
N 0.397 0.007 -0.212 0.141 -0.377 0.245 0.22
O 0.037 1.309 -0.034 -1.254 0.735 1.149 -0.49
C -0.668 -0.746 -0.069 -2.530 -1.321 0.407 0.12
O -1.800 -0.214 0.089 1.383 -0.580 -0.004 -0.65
H 2.036 0.005 1.144 -0.300 -0.655 -1.212 0.28
H 2.380 0.093 -0.625 0.778 0.454 -0.426 0.25
H 1.884 -1.483 -0.021 -0.295 1.131 0.399 0.33
H -0.969 1.119 0.359 1.969 0.598 -1.276 0.41
H -0.587 -1.847 -0.038 0.418 0.478 -0.210 0.30
```
Forces are in eV/Å.

The value obtained for the energy above the lowest of the compared OMol25 structures with the same formula, charge and spin is 61.3 kcal/mol. The calculation puts the gap between HOMO and LUMO at 10.2 eV.

=====

[5]
The molecule C2H5NO2, computed with ωB97M-V/def2-TZVPD.

```
10
Properties=species:S:1:pos:R:3:forces:R:3:mulliken_charge:R:1
N -1.171 -0.754 -0.180 2.128 1.776 3.054 -0.59
C -0.153 0.081 -0.806 2.394 -1.784 -0.012 -0.29
C 0.917 0.244 0.309 -2.320 1.918 -6.043 0.48
O 2.029 0.472 -0.030 2.331 -0.114 1.194 -0.52
O 0.354 0.256 1.443 0.062 -0.169 3.564 -0.40
H -1.981 -0.759 -0.690 -2.578 0.053 -1.157 0.21
H -1.262 -0.249 0.802 -0.865 -1.879 -2.876 0.26
H -0.405 0.956 -1.412 -0.320 0.436 0.796 0.27
H 0.589 -0.425 -1.482 -1.413 -0.434 -0.072 0.22
H 1.083 0.179 2.046 0.580 0.196 1.554 0.36
```
Forces are in eV/Å.

The value obtained for the energy above the lowest of the compared OMol25 structures with the same formula, charge and spin is 37.8 kcal/mol. The calculation puts the gap between HOMO and LUMO at 10.2 eV.

=====

[6]
The molecule C2H5NO2, computed with ωB97M-V/def2-TZVPD.

```
10
Properties=species:S:1:pos:R:3:forces:R:3:mulliken_charge:R:1
C 1.058 -0.278 0.286 0.695 0.618 -1.154 -1.08
C -0.145 0.207 -0.110 0.083 -0.934 1.286 0.67
N -0.600 1.491 0.028 -0.012 -0.033 -0.254 -0.44
O -1.185 -0.633 -0.368 -0.147 0.159 -0.565 -0.23
O -0.785 -1.991 -0.278 1.498 0.486 2.425 -0.36
H 1.485 -1.157 -0.168 -0.400 -0.420 0.119 0.33
H 1.844 0.432 0.479 -0.079 0.397 0.448 0.23
H 0.058 2.213 -0.220 -0.188 -0.038 -0.014 0.25
H -1.561 1.642 -0.241 0.154 0.080 -0.009 0.24
H -0.168 -1.928 0.591 -1.605 -0.314 -2.283 0.40
```
Forces are in eV/Å.

The value obtained for the energy above the lowest of the compared OMol25 structures with the same formula, charge and spin is 99.9 kcal/mol. The calculation puts the gap between HOMO and LUMO at 9.6 eV.